DFT (wB97M-V/def2-TZVPD) results for a molecular structure, C34H42N5OReS.

Last column: natural (NBO) charge in e.
Positions of all 84 atoms, in Å:
Re -0.1960 0.2821 0.1726  1.682
C -3.3358 0.9849 0.5647  -0.659
C -2.6121 -0.3293 0.3301  -0.203
C -2.4146 -1.2151 1.4252  0.077
C -2.9975 -0.8397 2.7565  -0.662
C -1.8148 -2.4621 1.2097  -0.029
C -1.4295 -3.3389 2.3719  -0.656
C -1.6193 -2.9196 -0.1146  0.076
C -1.1669 -4.3274 -0.3732  -0.667
C -1.9484 -2.1092 -1.2203  -0.079
C -1.8002 -2.6717 -2.6088  -0.661
C -2.4666 -0.8209 -1.0054  0.162
C -3.0946 -0.0307 -2.1218  -0.681
H -4.4139 0.8060 0.6225  0.265
H -3.1718 1.7035 -0.2364  0.233
H -3.0404 1.4530 1.5027  0.228
H -2.6792 0.1438 3.1015  0.210
H -2.7885 -1.5667 3.5329  0.249
H -4.0841 -0.7899 2.6444  0.265
H -2.2023 -4.0835 2.5802  0.264
H -1.2752 -2.7629 3.2801  0.222
H -0.5070 -3.8789 2.1677  0.233
H -0.2059 -4.3601 -0.8947  0.229
H -1.8849 -4.8266 -1.0263  0.266
H -1.0815 -4.9201 0.5297  0.249
H -2.6814 -3.2646 -2.8709  0.267
H -0.9422 -3.3367 -2.6857  0.234
H -1.6901 -1.9018 -3.3669  0.228
H -2.7260 0.9934 -2.1875  0.217
H -4.1687 0.0320 -1.9303  0.260
H -2.9669 -0.4991 -3.0903  0.248
C -3.1560 5.8551 -1.3004  -0.654
C -2.1175 4.8540 -0.9074  0.084
C -1.5378 4.8885 0.3672  -0.175
C -0.5790 3.9734 0.7482  -0.187
C -0.1525 2.9855 -0.1433  0.041
N 0.8101 2.0095 0.1933  -0.508
C 2.0914 2.2977 0.5902  0.080
C 2.5436 3.6343 0.6632  -0.205
C 3.7792 3.9593 1.1582  -0.156
C 4.6492 2.9691 1.6321  0.041
C 5.9732 3.3202 2.2247  -0.647
C 4.2514 1.6463 1.4828  -0.227
C 3.0298 1.2906 0.9225  0.147
N 2.8059 -0.0872 0.6232  -0.144
C 3.7444 -1.0590 0.6067  0.057
C 3.1632 -2.2395 0.1899  -0.275
C 1.8412 -1.9172 -0.0564  0.016
N 1.6362 -0.6124 0.1916  -0.342
C -0.7581 2.9261 -1.4147  0.185
C -1.7215 3.8466 -1.7861  -0.239
N -0.3433 1.9075 -2.3150  -0.172
C -0.0869 1.9899 -3.6336  0.048
C 0.3283 0.7453 -4.0628  -0.282
C 0.2963 -0.0611 -2.9304  0.019
N -0.1088 0.6503 -1.8734  -0.352
H -3.0937 6.7464 -0.6803  0.248
H -3.0571 6.1423 -2.3463  0.248
H -4.1578 5.4371 -1.1726  0.253
H -1.8498 5.6548 1.0654  0.250
H -0.1261 4.0237 1.7304  0.239
H 1.8864 4.4176 0.3141  0.238
H 4.0804 4.9986 1.1931  0.249
H 5.9340 4.2738 2.7480  0.247
H 6.3324 2.5508 2.9057  0.234
H 6.7198 3.4313 1.4328  0.257
H 4.9417 0.8818 1.8122  0.228
H 4.7756 -0.8795 0.8517  0.266
H 3.6479 -3.1937 0.0745  0.283
H 1.0338 -2.5428 -0.4055  0.243
H -2.1780 3.7833 -2.7677  0.246
H -0.2081 2.9104 -4.1817  0.269
H 0.6161 0.4646 -5.0614  0.282
H 0.5493 -1.1041 -2.8285  0.245
C 1.6648 -0.0482 4.2771  -0.806
S -0.0756 0.0035 3.8257  1.307
C -0.4377 1.6568 4.4385  -0.804
O -0.0642 0.1618 2.3056  -1.012
H 2.1849 0.8059 3.8438  0.249
H 2.0796 -0.9839 3.9050  0.258
H 1.7301 -0.0322 5.3657  0.280
H -0.3833 1.6395 5.5278  0.281
H -1.4480 1.9270 4.1361  0.257
H 0.2853 2.3606 4.0291  0.247

Its expectation value of S² is 3.78. The value obtained for the orbital gap (spin up / spin down) is 6.2 / 5.6 eV. As for the spin multiplicity: 4. The calculation puts the total energy at -58377.080 eV. The total charge is +3. The value obtained for the LUMO energy (spin up / spin down) is -9.53 / -10.18 eV.